77
Properties=species:S:1:pos:R:3 method="wB97M-V/def2-TZVPD" largest_force_ev_per_a=5.16 s_squared=12.03 total_energy_ev=-77798.1595 total_charge=+1 gap_ev="5.72 / 2.43" spin_multiplicity=7 homo_ev="-8.50 / -9.73"
Eu 0.096 0.287 2.361
C 0.960 0.075 4.614
C 2.022 0.649 3.800
C 0.194 2.145 3.756
C -0.194 0.989 4.568
C 1.561 1.945 3.290
C 1.056 -1.149 5.425
H 1.746 -1.877 4.988
H 0.082 -1.636 5.563
H 1.425 -0.877 6.420
C -1.492 0.813 5.225
H -1.637 -0.212 5.591
H -2.326 1.048 4.542
H -1.545 1.479 6.088
C -0.633 3.342 3.530
H -0.539 3.974 4.423
H -1.689 3.081 3.388
H -0.298 3.918 2.661
C 2.367 2.924 2.524
H 2.879 3.582 3.242
H 1.746 3.554 1.871
H 3.136 2.444 1.910
C 3.398 0.130 3.689
H 4.006 0.645 4.448
H 3.849 0.328 2.710
H 3.451 -0.944 3.885
C -0.682 -1.653 1.558
C 0.466 -2.000 2.289
C 1.772 -2.341 1.697
C 2.197 -1.390 0.550
C 1.779 0.025 0.717
C 0.602 0.580 0.163
C -0.405 -0.230 -0.578
C -0.777 -1.584 0.088
H 1.700 -3.386 1.337
H 1.799 -1.757 -0.406
H 2.555 -2.345 2.474
H -0.152 -2.389 -0.323
H -1.632 -1.613 2.118
H 0.316 -2.291 3.332
H -1.816 -1.834 -0.190
H -1.326 0.366 -0.710
H 0.533 1.672 0.065
H 0.003 -0.406 -1.592
H 3.296 -1.412 0.450
H 2.556 0.736 1.019
P -0.948 -0.451 -4.889
P -0.602 2.295 -6.447
C -0.963 -0.507 -6.759
C -1.311 0.845 -7.394
H -1.709 -1.258 -7.050
H 0.018 -0.861 -7.111
H -0.905 0.896 -8.411
H -2.404 0.971 -7.465
C -1.418 3.678 -7.356
H -0.963 4.629 -7.047
H -2.485 3.720 -7.094
H -1.322 3.574 -8.445
C 1.062 2.356 -7.261
H 0.985 2.363 -8.356
H 1.659 1.489 -6.948
H 1.589 3.263 -6.935
C -2.398 -1.554 -4.570
H -2.462 -1.769 -3.495
H -2.322 -2.503 -5.120
H -3.324 -1.043 -4.868
C 0.413 -1.654 -4.559
H 1.382 -1.207 -4.823
H 0.284 -2.587 -5.124
H 0.436 -1.887 -3.485
F -4.285 -3.068 5.025
C -3.084 -3.314 4.438
F -2.619 -4.505 4.905
F -3.259 -3.414 3.096
C -2.030 -2.183 4.850
O -1.963 -2.234 6.081
O -1.458 -1.488 4.049